79
Properties=species:S:1:pos:R:3 method="wB97M-V/def2-TZVPD" total_energy_ha=-8405.89359 spin_multiplicity=1 orbital_gap_ev=2.98 de_lowest_kj_mol=0.0 homo_energy_ev=-14.7 charge=+3
Pt 0.74 0.07 0.17
C -0.83 3.25 -0.35
As -1.15 1.51 0.41
C -1.59 1.94 2.24
C -2.86 0.83 -0.21
C -3.03 0.29 -1.63
C -4.45 -0.28 -1.74
C -2.08 -0.89 -1.91
As -0.16 -0.61 -1.98
C 0.29 0.50 -3.49
C 0.39 -2.36 -2.60
C -2.82 1.41 -2.67
As -3.96 3.04 -2.94
C -4.89 3.38 -1.24
C -5.46 2.26 -3.93
H -1.69 3.88 -0.12
H -0.68 3.22 -1.42
H 0.06 3.67 0.13
H -2.56 2.43 2.23
H -0.84 2.62 2.63
H -1.64 1.05 2.85
H -3.52 1.68 -0.05
H -3.14 0.06 0.52
H -4.58 -1.14 -1.08
H -4.66 -0.60 -2.76
H -5.20 0.47 -1.46
H -2.35 -1.35 -2.87
H -2.21 -1.66 -1.14
H -0.38 0.25 -4.30
H 1.32 0.28 -3.79
H 0.22 1.56 -3.25
H 0.00 -2.48 -3.61
H -0.03 -3.14 -1.96
H 1.48 -2.45 -2.62
H -2.86 0.95 -3.67
H -1.82 1.82 -2.56
H -4.20 3.74 -0.47
H -5.48 2.55 -0.84
H -5.57 4.19 -1.46
H -5.08 1.79 -4.83
H -6.10 3.09 -4.22
H -6.04 1.54 -3.36
C 6.19 0.35 -0.09
C 5.10 1.01 -0.68
C 3.85 0.48 -0.58
C 3.66 -0.78 0.06
C 4.77 -1.41 0.70
C 6.02 -0.85 0.62
N 2.41 -1.30 0.11
C 2.22 -2.64 0.21
C 3.17 -3.58 -0.29
C 2.94 -4.93 -0.14
C 1.76 -5.37 0.46
C 0.78 -4.46 0.89
C 0.99 -3.12 0.74
H 7.18 0.79 -0.15
H 5.26 1.94 -1.20
H 3.00 0.96 -1.05
H 4.61 -2.28 1.33
H 6.86 -1.31 1.11
H 4.02 -3.24 -0.85
H 3.65 -5.65 -0.53
H 1.58 -6.44 0.57
H -0.14 -4.83 1.32
H 0.25 -2.40 1.06
C 0.96 -1.51 4.90
N 1.14 -0.79 3.63
C 1.39 0.51 3.53
S 1.66 1.27 1.98
N 1.47 1.23 4.63
C 1.79 2.66 4.74
H 0.86 -2.57 4.68
H 0.06 -1.17 5.42
H 1.83 -1.38 5.54
H 1.10 -1.31 2.77
H 1.39 0.74 5.51
H 1.81 3.11 3.76
H 2.76 2.78 5.21
H 1.03 3.15 5.35

82
Properties=species:S:1:pos:R:3 method="wB97M-V/def2-TZVPD" total_energy_ha=-1711.55500 spin_multiplicity=3 orbital_gap_ev="9.27 / 5.26" de_lowest_kj_mol=17.1 homo_energy_ev="-14.4 / -14.3" charge=+2
Au 0.40 -0.26 0.16
C -2.00 3.58 -2.77
C -0.83 2.81 -2.28
C 0.51 2.95 -2.62
C 1.21 1.99 -1.90
N 0.33 1.31 -1.17
N -0.92 1.80 -1.40
B -2.17 1.21 -0.70
N -2.29 -0.29 -1.08
N -1.21 -1.10 -1.04
C -1.48 -2.26 -1.64
C -2.81 -2.20 -2.05
C -3.29 -0.95 -1.71
C -4.63 -0.35 -1.96
C -0.49 -3.38 -1.88
C -0.69 -3.89 -3.32
C -0.76 -4.51 -0.89
C 0.95 -2.88 -1.75
N -2.00 1.35 0.83
N -0.83 1.02 1.43
C -0.82 1.45 2.70
C -2.05 2.07 2.92
C -2.76 2.00 1.73
C -4.11 2.54 1.41
C 0.35 1.36 3.65
C 0.07 0.26 4.68
C 0.49 2.71 4.36
C 1.65 1.08 2.90
C 2.70 1.73 -1.91
C 3.12 1.38 -3.35
C 3.42 3.01 -1.46
C 3.08 0.58 -0.98
H -1.67 4.34 -3.48
H -2.72 2.93 -3.27
H -2.51 4.08 -1.95
H 0.92 3.67 -3.31
H -3.16 1.78 -1.03
H -3.36 -2.96 -2.58
H -5.26 -1.08 -2.44
H -5.10 -0.04 -1.03
H -4.55 0.53 -2.61
H -1.69 -4.29 -3.47
H -0.53 -3.09 -4.04
H 0.02 -4.68 -3.52
H -1.78 -4.88 -0.98
H -0.08 -5.34 -1.08
H -0.62 -4.17 0.14
H 1.13 -2.01 -2.40
H 1.20 -2.62 -0.73
H 1.64 -3.67 -2.07
H -2.38 2.54 3.83
H -4.54 2.99 2.31
H -4.06 3.31 0.64
H -4.78 1.76 1.06
H -0.85 0.46 5.23
H -0.03 -0.72 4.19
H 0.89 0.21 5.40
H -0.40 2.96 4.95
H 1.34 2.67 5.05
H 0.66 3.52 3.65
H 1.66 0.08 2.48
H 1.82 1.81 2.11
H 2.49 1.15 3.59
H 2.88 2.19 -4.04
H 4.19 1.21 -3.39
H 2.61 0.48 -3.70
H 3.19 3.85 -2.12
H 3.13 3.29 -0.45
H 4.50 2.85 -1.48
H 2.61 -0.36 -1.28
H 4.16 0.42 -1.02
H 2.83 0.80 0.06
N 3.34 -3.72 2.77
C 1.87 -3.48 2.62
C 1.72 -2.28 1.68
O 0.52 -1.88 1.52
O 2.73 -1.82 1.16
H 3.62 -4.69 2.62
H 3.69 -3.43 3.69
H 3.77 -3.10 2.05
H 1.41 -3.30 3.58
H 1.40 -4.36 2.17

79
Properties=species:S:1:pos:R:3 method="wB97M-V/def2-TZVPD" total_energy_ha=-3341.33963 spin_multiplicity=5 orbital_gap_ev="5.23 / 5.75" de_lowest_kj_mol=93.7 homo_energy_ev="-9.0 / -10.8" charge=+1
Rh -0.09 0.06 0.51
C -2.33 -0.52 0.48
C -1.93 0.64 1.21
C -2.00 1.20 -1.00
C -2.40 -0.13 -0.90
C -1.60 1.69 0.30
C -2.83 -1.77 1.10
H -2.27 -1.95 2.02
H -2.71 -2.61 0.41
H -3.90 -1.71 1.36
C -2.87 -0.99 -2.03
H -3.30 -1.93 -1.67
H -2.05 -1.24 -2.71
H -3.64 -0.47 -2.62
C -2.05 2.04 -2.24
H -3.10 2.21 -2.50
H -1.57 1.54 -3.10
H -1.57 3.01 -2.08
C -1.29 3.09 0.70
H -1.62 3.28 1.72
H -1.80 3.80 0.04
H -0.21 3.25 0.64
C -2.07 0.81 2.71
H -3.20 1.13 2.80
H -1.78 1.81 3.04
H -2.79 0.07 3.16
C 1.45 -1.66 0.05
C 0.63 -1.83 1.17
C 1.23 -1.52 2.52
C 1.89 -0.10 2.67
C 1.43 0.99 1.72
C 1.97 1.09 0.43
C 3.15 0.24 0.01
C 2.90 -1.26 0.20
H 1.98 -2.28 2.78
H 2.97 -0.20 2.62
H 0.43 -1.58 3.26
H 3.25 -1.54 1.20
H 1.16 -2.16 -0.88
H -0.21 -2.53 1.16
H 3.53 -1.82 -0.51
H 3.42 0.43 -1.03
H 1.80 1.98 -0.16
H 4.04 0.52 0.59
H 1.61 0.22 3.67
H 0.95 1.84 2.21
P -2.15 -4.22 -3.70
C -3.64 -5.15 -4.27
H -3.38 -6.17 -4.58
H -4.09 -4.61 -5.11
H -4.35 -5.18 -3.43
C -1.16 -4.45 -5.24
H -1.18 -5.49 -5.59
H -0.13 -4.13 -5.04
H -1.60 -3.79 -6.00
C -1.41 -5.60 -2.71
H -1.38 -6.53 -3.29
H -2.03 -5.73 -1.81
H -0.40 -5.29 -2.42
P 0.32 3.66 -4.37
C 0.24 5.44 -3.89
H 0.75 6.09 -4.61
H 0.70 5.54 -2.90
H -0.83 5.71 -3.83
C 2.14 3.58 -4.68
H 2.46 4.39 -5.36
H 2.36 2.60 -5.13
H 2.65 3.67 -3.72
C -0.18 3.87 -6.14
H 0.52 4.53 -6.68
H -1.19 4.28 -6.17
H -0.17 2.87 -6.60
Cl 0.12 -0.49 7.97
C 0.77 -0.46 6.32
Cl 2.06 0.76 6.15
Cl 1.23 -2.07 5.75
C -0.44 0.04 5.40
O -1.39 0.73 5.45
O -0.92 0.08 3.11